# 1
ORCA calculation (ωB97M-V/def2-TZVPD) on a 11-piece molecular cluster, C46H76Cl8NO18 overall at a distorted geometry.

Structure (XYZ):
```
149
Properties=species:S:1:pos:R:3
C -0.95138 -1.48673 3.97240
C -0.46933 -0.32991 3.09909
C 0.00759 -0.76807 1.66083
N 0.66186 0.38318 0.90008
C 1.88083 1.06794 1.48835
C -0.42866 1.43749 0.64333
C -0.15607 1.98030 -0.73424
C 0.31613 0.74305 -1.49763
C 1.11066 -0.07058 -0.48652
H -1.34382 -1.03681 4.88436
H -0.08881 -2.04480 4.33658
H -1.76540 -1.98388 3.44484
H 0.43380 0.08498 3.54667
H -1.16342 0.50415 3.20238
H -0.83274 -1.24762 1.15886
H 0.76985 -1.54562 1.71056
H 1.63760 1.64617 2.37975
H 2.13404 1.89314 0.82275
H 2.72069 0.38477 1.61489
H -0.40067 2.20582 1.41598
H -1.45796 1.08239 0.59293
H 0.59929 2.76604 -0.74717
H -1.00713 2.40742 -1.26468
H 0.91223 0.99047 -2.37601
H -0.44627 0.04803 -1.84946
H 2.19100 -0.04645 -0.62930
H 0.78278 -1.09630 -0.65535
Cl 3.31163 -1.57186 -4.22077
C 2.55423 -1.07050 -5.77257
C 2.10851 0.37173 -5.81674
Cl 0.68354 0.78499 -4.83563
H 1.86367 -1.81296 -6.17254
H 3.44258 -1.08535 -6.40400
H 1.86784 0.58128 -6.85898
H 2.90923 0.98347 -5.40115
Cl 0.00394 2.78216 4.43490
C -0.57128 2.85268 6.10374
C 0.62011 2.79735 7.10683
Cl 0.06040 3.08455 8.79118
H -1.30976 2.05306 6.16164
H -1.06657 3.81957 6.19263
H 1.45995 3.45200 6.87404
H 1.18820 1.88176 7.27139
Cl 3.66452 2.14809 -1.83235
C 5.18424 1.59718 -2.47490
C 6.31102 2.65080 -2.55094
Cl 6.55084 3.60753 -1.09558
H 4.93430 1.30291 -3.49422
H 5.49254 0.68943 -1.95621
H 6.04595 3.28453 -3.39724
H 7.25366 2.14944 -2.77039
Cl 3.10014 -2.87912 0.00732
C 2.12639 -4.26073 -0.55635
C 2.42368 -4.52433 -2.04579
Cl 1.47317 -5.83059 -2.83062
H 1.06899 -4.04041 -0.40987
H 2.40738 -5.17154 -0.02761
H 3.45714 -4.85669 -2.14371
H 2.27837 -3.54592 -2.50372
C -7.47473 1.33035 -5.04211
O -6.82044 0.63085 -3.96979
C -7.14899 1.23741 -2.71164
C -6.41340 0.52609 -1.56613
O -4.96814 0.70710 -1.63707
C -4.30240 -0.09739 -2.57152
H -7.09042 2.35012 -5.06443
H -8.55757 1.35736 -4.92032
H -7.19151 0.74745 -5.91852
H -8.21840 1.17800 -2.50933
H -6.82804 2.27055 -2.57854
H -6.62065 -0.54393 -1.55191
H -6.59047 0.99900 -0.60016
H -4.54303 0.13558 -3.60879
H -4.51629 -1.16297 -2.48858
H -3.24085 0.06714 -2.38678
C 5.65167 -0.26307 0.79447
O 5.33084 -0.25656 2.15438
C 5.98546 0.64704 3.03319
C 5.53135 2.14569 3.08179
O 4.19995 2.29190 3.53293
C 3.82902 3.61600 3.88071
H 6.69853 -0.36421 0.50819
H 5.38371 0.69020 0.33885
H 5.06365 -1.06874 0.35490
H 7.05034 0.59376 2.80671
H 5.85964 0.18355 4.01169
H 5.56879 2.67492 2.12962
H 6.27001 2.65186 3.70329
H 2.79500 3.52956 4.21451
H 3.93331 4.31224 3.04856
H 4.37737 3.89347 4.78094
C -0.62897 -2.92345 -2.48429
O -1.27379 -2.54296 -1.26548
C -2.32909 -3.40416 -0.99859
C -2.67534 -3.41065 0.54044
O -1.49405 -3.53081 1.28828
C -1.38805 -4.84638 1.78593
H -1.34169 -3.05830 -3.29790
H -0.03011 -3.82939 -2.39079
H -0.02996 -2.05486 -2.75785
H -2.29065 -4.44288 -1.32673
H -3.28492 -3.11232 -1.43370
H -3.50160 -4.09318 0.73932
H -3.10408 -2.45209 0.83275
H -0.69165 -4.82307 2.62412
H -0.95041 -5.52970 1.05817
H -2.24492 -5.30259 2.28165
C 2.26176 -3.70598 3.57668
C 2.37402 -5.05936 3.47658
C 3.70510 -5.77064 3.39033
O 3.91909 -7.00735 3.22154
C 4.82114 -4.82471 3.29413
C 4.73180 -3.50292 3.18415
C 3.40867 -2.80101 3.41533
O 3.36983 -1.56441 3.38263
O 5.80038 -2.73443 2.84250
O 1.36574 -5.94306 3.49557
H 1.25674 -3.35356 3.39739
H 5.80737 -5.24794 3.17315
H 5.59242 -1.80497 2.72230
H 1.67345 -6.84430 3.37441
C -3.97673 0.08982 3.14551
C -3.86960 1.06841 4.06247
C -3.72808 2.54409 3.83789
O -3.57370 3.37633 4.69114
C -3.74670 2.84039 2.42367
C -3.99369 1.89104 1.50175
C -4.16285 0.41361 1.77422
O -4.47609 -0.46980 0.97645
O -4.03183 2.22811 0.15752
O -3.86576 0.72162 5.40099
H -4.07644 -0.92990 3.48701
H -3.56553 3.85481 2.10034
H -4.30889 1.48602 -0.38482
H -3.80303 1.52057 5.92952
C -1.73855 4.20362 -6.52519
C -1.50922 3.92828 -5.20364
C -2.59860 3.36656 -4.32745
O -2.50228 3.11158 -3.12007
C -3.85859 3.18613 -5.08941
C -4.04756 3.46577 -6.40777
C -2.95228 4.06655 -7.26271
O -2.97593 4.45188 -8.48799
O -5.23944 3.25104 -7.00625
O -0.36120 4.13444 -4.56339
H -0.93784 4.66859 -7.08112
H -4.82138 2.86834 -4.71732
H -5.17748 3.33947 -7.96016
H -0.47813 3.63996 -3.74889
```

## Properties
* HOMO-LUMO gap: 7.529 eV
* max |F|: 4.92 eV/A
* total charge: +1
* calculated total energy: -6888.52951 Ha
* HOMO energy: -11.20 eV


# 2
ORCA calculation (ωB97M-V/def2-TZVPD) on a 15-piece molecular cluster, C46H78Br14N2O18 overall at a distorted geometry.

Structure (XYZ):
```
158
Properties=species:S:1:pos:R:3
Br 1.20638 2.30514 -4.30394
C 2.53988 0.87532 -4.59607
C 1.93632 -0.45337 -4.91260
Br 3.39966 -1.80306 -4.97903
H 3.12146 0.80465 -3.65330
H 3.17099 1.19951 -5.48366
H 1.60779 -0.44715 -5.94561
H 1.28881 -0.86039 -4.21774
Br 0.07540 -0.80201 5.81084
C 1.36878 -2.05589 5.26868
C 2.41094 -1.24794 4.53742
Br 3.93583 -2.49266 4.12538
H 0.84168 -2.79006 4.66390
H 1.78212 -2.50825 6.17031
H 2.80768 -0.42771 5.17311
H 2.00940 -0.83780 3.64576
Br -6.59853 3.87107 -1.76177
C -6.45152 1.94147 -1.53230
C -6.65786 1.31324 -2.88873
Br -7.26022 -0.55113 -2.54944
H -7.16642 1.63231 -0.83649
H -5.51978 1.78290 -1.11727
H -5.81731 1.15073 -3.55147
H -7.48055 1.70525 -3.39861
Br -1.92422 1.12994 -6.55526
C -2.48266 -0.07389 -5.17074
C -2.61824 0.86078 -4.01108
Br -3.36149 0.04974 -2.36768
H -1.78841 -0.91080 -5.11591
H -3.40940 -0.44297 -5.48463
H -3.23993 1.71969 -4.18536
H -1.57708 1.16494 -3.75391
Br -5.02780 -0.90192 0.71537
C -4.37828 -0.38465 2.46734
C -4.44216 1.12689 2.75503
Br -3.59455 2.27038 1.37915
H -3.41243 -0.71477 2.54789
H -5.10974 -0.73072 3.19476
H -3.88947 1.22103 3.67704
H -5.45679 1.40489 2.86252
Br -1.58896 3.51217 -2.36535
C -0.91924 5.22051 -2.99191
C 0.42015 5.52382 -2.44835
Br 0.41726 5.86737 -0.57399
H -1.61395 6.02543 -2.86641
H -0.92388 5.06235 -4.10970
H 0.87165 6.39391 -2.91545
H 1.07518 4.68238 -2.51982
Br 2.48828 2.65192 -1.03435
C 3.43916 3.26244 0.56442
C 4.12252 4.53555 0.13601
Br 4.90076 5.28452 1.77986
H 4.08644 2.49970 0.92820
H 2.68319 3.33923 1.32518
H 3.27266 5.18001 -0.18020
H 4.85614 4.34172 -0.62767
C -3.19283 -4.76175 -4.18089
C -3.46910 -3.63364 -3.13471
C -2.15988 -3.46189 -2.32227
C -1.13511 -2.87111 -3.10717
N -0.36247 -2.45913 -3.85269
H -2.92215 -5.73972 -3.74124
H -2.35301 -4.55092 -4.80678
H -4.07057 -4.93056 -4.70979
H -4.22215 -3.96061 -2.46692
H -3.63602 -2.69807 -3.60274
H -1.76592 -4.43914 -1.99883
H -2.24307 -2.85833 -1.41555
C -4.63290 7.43032 -1.35809
C -3.51752 6.89146 -0.40271
C -3.84550 5.55272 0.24985
C -5.15722 5.38570 0.92684
N -6.21591 5.55709 1.43608
H -4.90331 6.68985 -2.13394
H -4.34654 8.41058 -1.72646
H -5.54758 7.53548 -0.77554
H -3.39534 7.58583 0.43890
H -2.57514 6.71018 -0.87930
H -3.11218 5.36011 1.04559
H -3.76514 4.69802 -0.37213
C 2.47937 -5.44761 -1.67656
C 1.50654 -5.65076 -2.76801
C 1.86547 -6.76676 -3.75627
O 0.63815 -7.36157 -4.09384
C -0.25025 -7.12282 -3.14547
O -1.32351 -7.61733 -2.99040
O 0.26838 -6.18061 -2.26442
H 2.11812 -4.72937 -0.99840
H 3.43227 -5.15212 -2.11563
H 2.59865 -6.43165 -1.17838
H 1.33069 -4.73832 -3.32851
H 2.54501 -7.45952 -3.31349
H 2.32426 -6.28108 -4.62436
C 4.68189 -2.59011 -1.26987
C 3.78052 -1.41002 -1.08441
C 3.69471 -1.06430 0.34815
O 4.67009 -0.02614 0.56468
C 5.04444 0.48913 -0.66607
O 5.81083 1.43123 -0.86247
O 4.54291 -0.30352 -1.62721
H 4.92477 -2.72140 -2.30444
H 4.16056 -3.45503 -0.83966
H 5.55965 -2.45638 -0.63125
H 2.82118 -1.42082 -1.52735
H 3.93191 -1.79300 1.07774
H 2.74977 -0.56870 0.71000
C 6.94977 2.03533 4.18201
C 5.64889 1.20604 4.24978
C 4.71590 1.86498 5.24830
O 3.47218 1.85454 4.62047
C 3.62775 1.46884 3.36629
O 2.67265 1.38022 2.65120
O 4.92623 1.26560 3.06954
H 6.70907 2.93575 3.62168
H 7.69462 1.45763 3.69276
H 7.20194 2.26092 5.20525
H 5.90673 0.19906 4.49994
H 5.03273 2.86715 5.47198
H 4.60019 1.22628 6.15945
C 0.79556 -6.39506 1.54012
C -0.55338 -6.19240 0.91444
C -1.70335 -6.22606 1.94453
O -2.43357 -5.03587 1.70511
C -1.61462 -4.22270 0.98183
O -1.87806 -3.08363 0.80262
O -0.59289 -4.85314 0.50368
H 0.80407 -7.35472 2.02266
H 1.01573 -5.69702 2.36329
H 1.60224 -6.39517 0.79456
H -0.72768 -6.85280 0.03671
H -1.33591 -6.20207 2.96095
H -2.44868 -7.04048 1.78743
C -0.91834 4.50720 3.27445
C -0.24328 3.34930 3.91274
C 0.12616 3.57066 5.43552
O -0.98458 2.89879 6.07123
C -1.67011 2.10822 5.18055
O -2.54470 1.41316 5.50436
O -1.11998 2.23131 3.96501
H -1.80160 4.84049 3.76323
H -1.15803 4.42403 2.24209
H -0.17299 5.29622 3.44926
H 0.61360 3.01792 3.30709
H 0.10335 4.59398 5.70285
H 1.02185 3.07082 5.68113
C -0.02262 0.95484 0.91303
C -0.30905 -0.52485 0.83230
C 0.06700 -1.02802 -0.56128
O 0.67557 -2.28696 -0.35191
C 1.06780 -2.38469 0.92967
O 1.77077 -3.22846 1.44916
O 0.60844 -1.33316 1.66387
H -0.44325 1.53470 0.10682
H 1.06328 1.16827 0.99355
H -0.48605 1.28960 1.80879
H -1.29972 -0.77182 1.13103
H 0.79806 -0.25522 -0.80065
H -0.61520 -1.01718 -1.46644
```

## Properties
* HOMO-LUMO gap: 10.063 eV
* energy relative to the best compared isomer or geometry (same formula, charge and spin): 0.000 eV
* max |F|: 4.29 eV/A
* calculated total energy: -39299.68928 Ha
* HOMO energy: -9.86 eV